Molecular formula: C40H36N5O2PPdS
Method: DFT, ωB97M-V/def2-TZVPD

Values from the calculation:
HOMO level: -13.13 eV
Net charge: +2
Molecular weight: 788.222 g/mol

Geometry as XYZ:
```
86
Properties=species:S:1:pos:R:3:mulliken_charge:R:1
Pd -0.659 0.188 -0.335 0.083
N -3.727 -5.954 7.314 -0.442
C -3.417 -5.256 6.457 -0.219
C -3.028 -4.383 5.388 0.553
C -3.699 -3.177 5.197 -0.943
C -3.310 -2.330 4.175 -0.394
C -2.264 -2.690 3.326 -0.768
C -1.611 -3.909 3.511 -0.258
C -1.981 -4.750 4.545 -0.934
C -1.850 -1.815 2.207 1.378
C -1.474 -0.483 2.497 0.126
C -1.434 0.087 3.775 -0.149
C -1.158 1.439 3.627 -1.786
C -1.012 1.659 2.269 -0.340
N -1.201 0.521 1.558 0.463
C -1.891 -2.353 0.933 -0.293
C -2.495 -3.569 0.514 -0.640
C -2.390 -3.628 -0.853 -1.767
C -1.723 -2.458 -1.254 -0.714
N -1.422 -1.693 -0.199 1.179
H -4.521 -2.912 5.847 0.483
H -3.843 -1.402 4.017 0.601
H -0.795 -4.187 2.857 0.615
H -1.467 -5.687 4.705 0.486
H -1.613 -0.442 4.695 0.762
H -1.086 2.181 4.404 0.533
H -0.779 2.592 1.782 0.596
H -2.989 -4.274 1.163 0.663
H -2.762 -4.400 -1.506 0.534
H -1.452 -2.150 -2.250 0.706
O -0.148 0.282 -4.320 -0.688
C 0.455 0.110 -3.287 -0.309
O -0.113 -0.338 -2.193 0.588
C 1.931 0.299 -3.162 0.210
C 2.716 0.359 -4.306 -0.532
C 4.094 0.466 -4.194 -0.730
C 4.692 0.523 -2.944 -0.844
C 3.917 0.488 -1.795 -0.429
C 2.530 0.377 -1.907 0.506
P 1.664 0.236 -0.333 2.687
C 1.951 -1.388 0.345 1.152
C 2.723 -1.565 1.496 -0.688
C 3.008 -2.847 1.937 -0.901
C 2.532 -3.946 1.237 -0.695
C 1.788 -3.771 0.074 -0.688
C 1.503 -2.498 -0.378 -0.923
C 2.208 1.562 0.726 1.053
C 2.790 2.701 0.155 -0.741
C 3.199 3.746 0.959 -0.957
C 3.028 3.669 2.338 -0.816
C 2.445 2.549 2.910 -1.112
C 2.024 1.501 2.109 -0.594
H 2.233 0.294 -5.271 0.572
H 4.708 0.490 -5.085 0.468
H 5.768 0.595 -2.859 0.484
H 4.397 0.542 -0.825 0.555
H 3.139 -0.723 2.030 0.540
H 3.614 -2.985 2.822 0.504
H 2.758 -4.945 1.587 0.482
H 1.437 -4.628 -0.484 0.506
H 0.929 -2.367 -1.286 0.409
H 2.963 2.753 -0.912 0.552
H 3.666 4.617 0.520 0.489
H 3.357 4.485 2.967 0.466
H 2.311 2.493 3.982 0.511
H 1.538 0.648 2.565 0.451
C -0.309 4.854 -4.748 -1.189
C 0.393 3.552 -4.394 -0.755
N 0.251 3.195 -2.978 0.261
C -0.828 2.652 -2.427 -0.216
S -0.845 2.481 -0.670 -0.484
N -1.859 2.286 -3.148 0.224
C -3.079 1.606 -2.682 -0.197
C -4.140 2.585 -2.224 -1.283
H -0.127 5.095 -5.794 0.408
H 0.065 5.677 -4.141 0.355
H -1.387 4.786 -4.603 0.283
H 1.464 3.611 -4.586 0.482
H 0.039 2.708 -4.989 0.399
H 0.893 3.594 -2.312 0.236
H -1.772 2.374 -4.153 0.413
H -2.802 0.908 -1.893 -0.135
H -3.414 1.009 -3.529 0.473
H -3.786 3.182 -1.383 0.274
H -5.024 2.037 -1.901 0.417
H -4.436 3.257 -3.029 0.383
```

---

Molecular formula: C40H37AsBrF3IrN2OSb
Method: DFT, ωB97M-V/def2-TZVPD

Values from the calculation:
HOMO level: -13.15 eV
Net charge: +2
Molecular weight: 1087.546 g/mol
Relative energy (zero: lowest compared OMol25 entry of this formula, charge and spin): 0.9450 eV

Geometry as XYZ:
```
87
Properties=species:S:1:pos:R:3:mulliken_charge:R:1
Ir 0.112 -0.093 -0.037 1.393
Br 5.767 -0.925 4.626 -0.110
C 4.567 -0.595 3.219 -0.546
C 5.064 -0.344 1.926 -0.520
C 4.219 -0.060 0.882 -0.840
C 2.831 0.004 1.083 0.608
O 2.063 0.394 0.096 -0.977
C 2.320 -0.287 2.383 0.611
C 0.941 -0.249 2.706 -0.776
N -0.049 0.071 1.918 0.516
C -1.396 0.139 2.379 0.083
C -1.784 0.210 3.692 -0.421
C -3.152 0.223 4.027 -1.129
C -4.116 0.182 3.060 -0.898
C -3.748 0.145 1.696 1.461
C -4.680 0.096 0.634 -0.886
C -4.237 0.064 -0.659 -1.160
C -2.857 0.067 -0.907 -0.455
N -1.961 0.107 0.058 0.743
C -2.383 0.140 1.363 -0.416
C 3.220 -0.590 3.438 -0.934
H 6.132 -0.382 1.757 0.504
H 4.603 0.127 -0.111 0.597
H 0.684 -0.494 3.733 0.469
H -1.057 0.268 4.491 0.577
H -3.432 0.263 5.071 0.445
H -5.166 0.184 3.324 0.481
H -5.739 0.081 0.857 0.513
H -4.924 0.038 -1.491 0.524
H -2.478 0.069 -1.921 0.667
H 2.832 -0.799 4.428 0.595
F 5.019 5.203 2.979 -0.320
C 3.983 4.698 2.309 0.223
C 3.159 3.788 2.946 -0.625
C 2.093 3.259 2.235 -0.531
C 1.865 3.632 0.914 0.267
C 2.699 4.569 0.308 -0.374
C 3.766 5.111 1.006 -0.791
Sb 0.246 2.819 -0.164 1.450
C 1.043 2.544 -2.105 0.468
C 0.150 2.374 -3.166 -0.750
C 0.608 2.121 -4.450 -0.796
C 1.974 2.027 -4.650 0.235
F 2.427 1.777 -5.879 -0.322
C 2.886 2.181 -3.621 -0.728
C 2.412 2.433 -2.344 -0.692
C -0.979 4.519 -0.446 0.345
C -0.884 5.291 -1.600 -0.257
C -1.585 6.482 -1.700 -0.709
C -2.377 6.876 -0.637 0.230
F -3.053 8.021 -0.729 -0.303
C -2.494 6.126 0.520 -0.632
C -1.789 4.938 0.608 -0.659
H 3.356 3.516 3.974 0.522
H 1.429 2.561 2.732 0.352
H 2.519 4.894 -0.711 0.528
H 4.422 5.845 0.560 0.489
H -0.920 2.462 -3.003 0.665
H -0.066 2.009 -5.288 0.488
H 3.944 2.106 -3.832 0.512
H 3.120 2.547 -1.532 0.505
H -0.260 4.979 -2.428 0.388
H -1.521 7.107 -2.580 0.483
H -3.122 6.480 1.326 0.469
H -1.874 4.346 1.512 0.359
C -1.850 -3.329 1.387 -1.200
C -0.327 -3.410 1.340 -0.766
As 0.485 -2.481 -0.162 0.598
C -0.192 -3.378 -1.751 -0.814
C -1.491 -2.786 -2.283 -1.003
C 2.362 -2.971 -0.045 -0.260
C 2.587 -4.481 -0.108 -1.370
H -2.217 -3.727 2.332 0.417
H -2.300 -3.921 0.590 0.375
H -2.214 -2.304 1.290 0.218
H -0.012 -4.452 1.270 0.603
H 0.132 -2.997 2.241 0.414
H -0.308 -4.427 -1.475 0.559
H 0.593 -3.318 -2.506 0.546
H -2.313 -2.897 -1.574 0.238
H -1.778 -3.287 -3.207 0.470
H -1.376 -1.724 -2.507 0.089
H 2.742 -2.553 0.887 0.112
H 2.877 -2.464 -0.864 0.473
H 2.088 -5.006 0.705 0.331
H 3.652 -4.691 -0.023 0.427
H 2.245 -4.904 -1.053 0.335
```

---

Molecular formula: C40H37Cl2FN4O3PReS
Method: DFT, ωB97M-V/def2-TZVPD

Values from the calculation:
HOMO level (alpha / beta): -14.87 / -15.01 eV
Multiplicity: 2
Net charge: +3
Molecular weight: 960.913 g/mol

Geometry as XYZ:
```
90
Properties=species:S:1:pos:R:3:mulliken_spin:R:1
Re 0.950 0.249 1.676 1.206
Cl 2.766 1.263 2.758 0.015
C 3.811 1.975 1.586 -0.027
C 5.053 2.456 1.959 0.015
C 5.901 2.958 0.980 -0.010
C 5.513 2.970 -0.352 0.004
C 4.254 2.522 -0.712 0.004
Cl 3.733 2.545 -2.344 -0.005
C 3.370 2.024 0.261 0.001
S 1.789 1.519 -0.201 -0.134
H 5.361 2.434 2.992 0.001
H 6.875 3.334 1.258 0.000
H 6.186 3.335 -1.112 0.000
C -0.722 -3.457 -5.021 -0.001
C 0.470 -2.614 -4.578 0.001
N 0.208 -1.915 -3.325 -0.010
C 0.824 -2.338 -2.220 0.006
C 0.675 -1.760 -0.981 0.026
C 1.591 -2.288 0.121 0.000
O 2.035 -3.405 0.020 0.018
O 1.875 -1.462 1.066 -0.005
C -0.279 -0.728 -0.797 -0.014
O -0.556 -0.182 0.327 -0.053
C -0.920 -0.256 -2.000 0.012
C -1.774 0.855 -1.949 0.005
C -2.253 1.430 -3.088 -0.006
F -3.057 2.501 -2.955 0.000
C -1.938 0.929 -4.378 0.000
C -1.168 -0.233 -4.414 0.001
C -0.634 -0.826 -3.263 0.005
N -2.381 1.534 -5.527 0.000
C -2.369 0.834 -6.801 0.000
C -3.172 1.614 -7.837 0.000
N -2.503 2.919 -8.106 0.000
C -2.040 3.576 -6.839 0.000
C -2.700 2.946 -5.612 -0.001
H -0.505 -3.913 -5.983 0.000
H -1.630 -2.868 -5.117 0.000
H -0.909 -4.246 -4.298 0.000
H 0.754 -1.889 -5.344 0.000
H 1.324 -3.273 -4.424 0.000
H 1.503 -3.177 -2.312 0.000
H -2.046 1.267 -0.991 -0.002
H -0.939 -0.660 -5.372 0.000
H -2.832 -0.153 -6.677 0.000
H -1.342 0.693 -7.175 0.000
H -4.185 1.801 -7.474 0.000
H -3.238 1.042 -8.764 0.000
H -3.148 3.542 -8.606 0.000
H -1.698 2.764 -8.726 0.000
H -2.278 4.641 -6.861 0.000
H -0.957 3.475 -6.758 0.000
H -3.785 3.106 -5.629 0.000
H -2.310 3.471 -4.740 0.000
N -0.401 1.869 2.567 -0.012
C -0.489 1.864 4.024 -0.059
C -0.819 3.016 4.724 0.002
C -0.916 2.982 6.109 0.001
C -0.682 1.801 6.798 -0.001
C -0.325 0.656 6.108 0.003
C -0.232 0.678 4.719 0.036
P 0.315 -0.782 3.781 -0.002
C 1.437 -1.630 4.915 -0.014
C 0.875 -2.499 5.852 -0.003
C 1.670 -3.063 6.830 0.001
C 3.023 -2.769 6.887 -0.002
C 3.584 -1.910 5.955 0.001
C 2.798 -1.342 4.968 0.002
C -1.091 -1.903 3.590 0.020
C -0.800 -3.161 3.053 -0.010
C -1.764 -4.150 3.069 0.003
C -3.023 -3.877 3.588 -0.007
C -3.324 -2.614 4.078 0.000
C -2.365 -1.616 4.079 -0.009
H -0.177 2.820 2.257 0.002
H -1.329 1.658 2.180 0.003
H -0.997 3.945 4.200 0.000
H -1.188 3.879 6.646 0.000
H -0.765 1.770 7.874 0.000
H -0.105 -0.256 6.644 0.000
H -0.180 -2.726 5.810 0.000
H 1.225 -3.728 7.551 0.000
H 3.637 -3.212 7.655 0.000
H 4.636 -1.681 5.998 0.000
H 3.249 -0.697 4.231 -0.003
H 0.185 -3.361 2.653 -0.004
H -1.535 -5.132 2.684 0.000
H -3.771 -4.653 3.618 0.000
H -4.308 -2.409 4.474 0.000
H -2.595 -0.643 4.493 0.000
```

---

Molecular formula: C40H37Co2NO6P
Method: DFT, ωB97M-V/def2-TZVPD

Values from the calculation:
HOMO level: -2.20 eV
Net charge: -1
Molecular weight: 776.577 g/mol

Geometry as XYZ:
```
87
Properties=species:S:1:pos:R:3:mulliken_charge:R:1
C 2.729 -3.205 1.013 -1.610
C 2.109 -3.763 -0.231 1.173
C 2.430 -3.069 -1.484 0.880
C 1.454 -4.983 -0.198 -0.586
N 1.348 -5.877 -1.230 0.511
C 0.537 -7.071 -0.945 -0.621
C 0.010 -7.680 -2.248 -0.682
O 1.035 -7.868 -3.220 -0.367
C 1.821 -6.713 -3.498 -0.574
C 2.404 -6.053 -2.248 -0.426
H 3.019 -2.155 0.882 0.247
H 2.090 -3.272 1.899 0.353
H 3.652 -3.771 1.234 0.355
H 2.216 -1.993 -1.392 -0.265
H 3.508 -3.151 -1.719 0.360
H 1.832 -3.449 -2.315 -1.087
H 0.935 -5.301 0.723 0.244
H 1.153 -7.828 -0.407 0.322
H -0.300 -6.758 -0.304 0.412
H -0.396 -8.685 -2.048 0.313
H -0.806 -7.038 -2.641 0.321
H 2.620 -7.111 -4.142 0.299
H 1.224 -5.985 -4.085 0.245
H 2.848 -5.093 -2.528 0.238
H 3.232 -6.698 -1.866 0.342
O 0.680 3.483 -4.059 -0.434
C 0.517 2.986 -3.026 -0.035
Co 0.138 2.269 -1.474 0.577
C 1.215 0.911 -1.361 -0.073
O 1.969 0.031 -1.300 -0.610
C 0.952 3.568 -0.610 0.778
O 1.553 4.448 -0.152 -0.428
C -1.586 2.524 -1.324 -0.662
C -1.250 1.186 -1.739 1.070
C -1.747 0.092 -2.439 -1.547
C -1.018 -0.642 -3.466 0.157
C -1.241 -0.375 -4.843 -0.443
C -0.468 -1.006 -5.812 -0.424
C 0.421 -2.019 -5.430 -0.746
C 0.434 -2.468 -4.097 -0.755
C -0.145 -1.682 -3.099 0.418
Co -1.424 1.503 0.171 0.903
C -0.591 0.113 0.752 0.041
O 0.009 -0.838 1.042 -0.598
C -3.136 1.375 0.510 -0.219
O -4.261 1.349 0.791 -0.474
P -0.961 2.851 1.798 1.453
C 0.693 2.832 2.587 0.233
C 0.873 3.454 3.834 -0.487
C 2.117 3.405 4.467 -0.707
C 3.182 2.731 3.860 -0.590
C 3.005 2.108 2.622 -0.891
C 1.751 2.133 1.996 -0.062
C -1.346 4.616 1.491 0.035
C -0.457 5.636 1.861 -0.450
C -0.812 6.975 1.685 -0.690
C -2.024 7.304 1.071 -0.555
C -2.893 6.290 0.651 -0.770
C -2.552 4.947 0.848 -0.382
C -1.987 2.423 3.263 0.509
C -2.801 3.350 3.929 -0.183
C -3.534 2.945 5.050 -0.635
C -3.483 1.618 5.485 -0.549
C -2.688 0.687 4.808 -0.710
C -1.939 1.091 3.701 -0.409
H -2.305 3.249 -1.635 0.528
H -2.840 -0.076 -2.376 0.224
H -1.987 0.363 -5.133 0.410
H -0.556 -0.708 -6.857 0.353
H 1.092 -2.478 -6.155 0.363
H 0.897 -3.421 -3.831 -0.103
H -0.010 -1.869 -2.030 0.876
H 0.033 3.971 4.308 0.467
H 2.249 3.891 5.436 0.380
H 4.156 2.688 4.355 0.363
H 3.837 1.602 2.132 0.446
H 1.591 1.596 1.054 0.067
H 0.512 5.385 2.289 0.448
H -0.133 7.759 2.027 0.390
H -2.289 8.350 0.921 0.350
H -3.840 6.541 0.171 0.412
H -3.220 4.156 0.493 0.234
H -2.873 4.375 3.561 0.311
H -4.148 3.675 5.581 0.384
H -4.058 1.304 6.354 0.352
H -2.646 -0.354 5.131 0.402
H -1.330 0.365 3.157 0.291
```

---

Molecular formula: C40H37CrN2O3
Method: DFT, ωB97M-V/def2-TZVPD

Values from the calculation:
HOMO level (alpha / beta): -12.10 / -13.26 eV
Multiplicity: 4
Net charge: +2
Molecular weight: 645.743 g/mol

Geometry as XYZ:
```
83
Properties=species:S:1:pos:R:3:mulliken_spin:R:1
C -4.520 -1.922 -3.464 0.000
C -4.139 -1.842 -2.015 0.000
C -3.600 -2.937 -1.353 0.000
C -3.165 -2.859 -0.031 0.000
C -2.494 -4.030 0.582 0.000
C -3.233 -1.620 0.608 0.000
N -2.443 -1.401 1.773 0.001
C -1.318 -0.612 1.776 -0.001
C -0.679 0.024 0.575 0.008
N -0.939 -0.547 3.110 0.000
C -0.058 0.367 3.781 -0.001
C -0.626 1.297 4.667 -0.001
C -2.093 1.483 4.880 0.000
C 0.200 2.041 5.502 0.001
C 1.582 1.922 5.470 0.000
C 2.430 2.773 6.373 0.000
C 2.122 0.970 4.610 0.000
C 1.323 0.176 3.781 0.002
C 1.937 -0.931 3.003 0.001
C -1.757 -1.396 3.871 0.000
C -2.683 -1.904 3.057 0.000
C -3.894 -0.534 0.021 -0.001
C -4.142 0.752 0.742 0.000
C -4.298 -0.647 -1.312 0.001
H -4.379 -0.958 -3.958 0.000
H -3.887 -2.650 -3.975 0.000
H -5.555 -2.238 -3.641 0.000
H -3.491 -3.878 -1.893 0.000
H -1.524 -3.805 1.019 0.000
H -3.102 -4.461 1.377 0.000
H -2.339 -4.813 -0.164 0.000
H 0.175 0.639 1.007 0.001
H -1.397 0.704 0.020 0.000
H -2.256 2.451 5.381 0.000
H -2.666 1.478 3.949 0.000
H -2.509 0.725 5.560 0.000
H -0.232 2.724 6.229 0.000
H 3.461 2.417 6.430 0.000
H 2.479 3.824 6.062 0.000
H 2.025 2.778 7.391 0.000
H 3.190 0.786 4.604 0.000
H 3.007 -0.961 3.223 0.000
H 1.540 -1.911 3.284 0.000
H 1.787 -0.827 1.925 -0.001
H -1.594 -1.487 4.933 0.000
H -3.488 -2.576 3.312 0.000
H -4.924 1.313 0.215 0.000
H -4.539 0.568 1.744 0.000
H -3.274 1.418 0.823 0.000
H -4.723 0.210 -1.832 0.000
O 5.849 1.632 -5.586 0.035
C 4.770 2.013 -5.368 -0.103
Cr 2.872 2.303 -5.300 2.829
C 2.823 0.481 -4.888 -0.027
O 2.983 -0.674 -4.824 0.150
C 2.904 1.716 -7.106 -0.072
O 3.065 1.195 -8.135 0.100
C 2.260 4.355 -5.770 0.035
C 3.186 4.349 -4.710 0.012
C 2.927 3.515 -3.582 -0.114
C 1.765 2.724 -3.453 0.116
C 1.544 1.723 -2.322 0.072
C 0.982 0.802 -1.695 0.051
C 0.302 -0.317 -0.927 -0.011
C 1.276 -1.466 -0.636 0.002
C 0.676 -2.687 -0.334 -0.002
C 1.426 -3.781 0.077 0.001
C 2.814 -3.653 0.222 0.000
C 3.447 -2.448 -0.110 0.002
C 2.689 -1.354 -0.560 0.003
C 0.925 2.699 -4.596 -0.060
C 1.140 3.493 -5.742 0.000
H 2.461 4.964 -6.663 -0.010
H 4.133 4.934 -4.780 -0.007
H 3.713 3.441 -2.828 -0.010
H -0.423 -0.727 -1.695 0.000
H -0.422 -2.728 -0.393 -0.001
H 0.904 -4.704 0.335 0.000
H 3.399 -4.518 0.508 0.000
H 4.534 -2.361 -0.012 0.000
H 3.175 -0.410 -0.867 -0.001
H 0.121 1.971 -4.659 0.009
H 0.481 3.427 -6.633 -0.009
```